A) Formula: CH4IN3
Source: the OMol25 dataset
Level of theory: wB97M-V/def2-TZVPD

Structure (ORCA input):
```
! RIJCOSX wB97M-V def2-TZVPD def2/J DEFGRID3
* xyz 0 1
C 1.2127 0.7689 0.1031
N -1.0795 1.0282 -0.1233
N 0.0438 1.1980 0.3901
N -0.0364 -1.9512 -0.0435
I -1.2295 -0.9467 -1.2340
H 1.4530 0.1249 -0.6599
H 2.0231 1.3933 0.5672
H -1.9135 1.2325 0.5828
H -0.4738 -2.8479 0.4175
*
```

Summary:
M in u: 184.968
Gap between HOMO and LUMO (spin up / spin down) in eV: 7.34 / 7.34

B) Formula: CH4IN3
Source: the OMol25 dataset
Level of theory: wB97M-V/def2-TZVPD

Structure (ORCA input):
```
! RIJCOSX wB97M-V def2-TZVPD def2/J DEFGRID3
* xyz 0 1
C 0.0462 0.2739 -0.0063
N 1.7920 -1.2484 -0.1614
N 4.7069 -0.5643 0.3388
N 0.4650 -1.0597 -0.1110
I 3.0939 0.2024 -0.0525
H 0.3062 0.7227 -1.0007
H -0.9529 0.4731 0.1414
H 0.5176 0.8790 0.9598
H 0.1011 -1.6149 0.5903
*
```

Summary:
M in u: 184.968
Gap between HOMO and LUMO (spin up / spin down) in eV: 8.44 / 8.18

Which one sits at the top of the stability order? A) does.

A) Formula: C5H12O4
Source: the OMol25 dataset
Level of theory: wB97M-V/def2-TZVPD

Structure (ORCA input):
```
! RIJCOSX wB97M-V def2-TZVPD def2/J DEFGRID3
* xyz 0 1
C -1.2217 -0.0045 1.3090
C 0.2404 -1.1136 0.7042
C -0.5414 1.1124 2.0704
O -1.9961 0.3478 0.3014
O -0.2033 -2.1404 -0.1885
H -1.3469 1.0118 -0.4567
H -1.1739 -2.1126 -0.1777
H -1.7003 -0.7590 1.9457
H 0.3999 -1.5656 1.6852
H 1.2335 -0.7390 0.4467
H -1.3013 1.6909 2.6031
H 0.1758 0.7179 2.7900
H -0.0356 1.7803 1.3726
C 1.7487 0.4357 -1.8174
C 0.2637 0.4658 -1.6381
O -0.4616 -0.4995 -2.1871
O -0.3344 1.4676 -1.1829
H -0.0899 -1.3840 -1.9408
H 2.1373 -0.5618 -1.6312
H 1.9715 0.6967 -2.8527
H 2.2356 1.1532 -1.1553
*
```

Summary:
M in u: 136.147
Gap between HOMO and LUMO in eV: 9.01

B) Formula: C5H12O4
Source: the OMol25 dataset
Level of theory: wB97M-V/def2-TZVPD

Structure (ORCA input):
```
! RIJCOSX wB97M-V def2-TZVPD def2/J DEFGRID3
* xyz 0 1
C 1.4774 0.0247 1.6081
C 0.4103 -0.4460 0.6469
O 1.0745 -1.8891 0.0368
O -0.0204 -2.8350 -0.1477
C 0.2570 0.3069 -0.5960
C -0.1679 -0.2962 -1.9066
C -1.0701 1.3844 -0.0166
O -2.3073 0.7560 0.0267
O -0.8783 2.0499 1.1939
H 1.1126 0.7965 2.2911
H 2.3669 0.3870 1.0845
H 1.8050 -0.8168 2.2237
H -0.4848 -0.7807 1.1713
H 0.3866 -3.3818 -0.8395
H 1.0954 0.9943 -0.7416
H 0.6523 -0.2848 -2.6303
H -0.5476 -1.3209 -1.8637
H -1.0049 0.2193 -2.3855
H -1.0861 2.0918 -0.8496
H -2.2632 0.0403 0.6806
H -0.8072 3.0002 1.0135
*
```

Summary:
M in u: 136.147
SMILES: C[C@H](OO)[C@@H](C)C(O)O
Gap between HOMO and LUMO in eV: 9.58

Which one sits at the top of the stability order? A) does.

A) Formula: C5H7ClN2
Source: the OMol25 dataset
Level of theory: wB97M-V/def2-TZVPD

Structure (ORCA input):
```
! RIJCOSX wB97M-V def2-TZVPD def2/J DEFGRID3
* xyz 0 1
N -3.9327 -0.6904 -0.5634
C -2.9374 -0.3788 0.1044
C -1.5553 0.0562 0.7656
Cl -1.5201 1.7093 -0.0342
C -0.3432 -0.6197 0.1682
N 1.0251 -0.2072 0.5786
C 2.2035 -0.3601 -0.4486
C 1.3921 0.9797 -0.0954
H -1.6567 -0.0750 1.8013
H -0.2650 -1.7070 0.6201
H -0.5429 -0.4030 -0.8701
H 2.1373 -0.8264 -1.5837
H 3.1567 -0.7815 0.0070
H 0.7979 1.4967 -0.8439
H 2.0408 1.8073 0.3940
*
```

Summary:
M in u: 130.578
SMILES: N#C[C@H](Cl)CN1CC1
Gap between HOMO and LUMO in eV: 10.27

B) Formula: C5H7ClN2
Source: the OMol25 dataset
Level of theory: wB97M-V/def2-TZVPD

Structure (ORCA input):
```
! RIJCOSX wB97M-V def2-TZVPD def2/J DEFGRID3
* xyz 0 1
N 0.4418 1.7738 -0.5269
C 0.3093 0.7513 0.5375
C 1.1414 -0.4966 0.1337
Cl 2.8742 -0.4453 -0.0739
C 0.4204 -1.5386 -0.1931
C -1.0186 -1.3117 0.0335
N -1.6115 -0.3345 -0.7368
C -1.1065 0.0789 0.5955
H 1.4495 1.9449 -0.7372
H 0.1230 2.6672 -0.1904
H 0.6988 1.1555 1.4615
H 0.8062 -2.5321 -0.5386
H -1.7124 -2.0457 0.4012
H -1.0037 -0.0736 -1.5326
H -1.8118 0.4066 1.3668
*
```

Summary:
M in u: 130.578
SMILES: N[C@@H]1C(Cl)=C[C@@H]2N[C@@H]21
Gap between HOMO and LUMO in eV: 9.81

Which one sits at the top of the stability order? B) does.